[1]
Entry from the OMol25 dataset: 10 unconnected molecules or ions with the total composition C5H30NO9 (the ωB97M-V functional and the def2-TZVPD basis).

Last column: natural (NBO) charge in e.
Geometry (Å):
O -3.07352 0.55738 -2.35753  -0.995
O 0.26080 4.03804 -0.62482  -0.993
O 1.77025 0.44768 -3.62870  -0.994
O -0.84895 -3.06262 -0.23872  -0.971
O 1.67901 -1.94296 -2.31666  -0.987
O 3.15547 0.17965 -0.06039  -0.967
O -0.86025 -1.01422 -2.42355  -0.966
O -0.81122 2.01258 -2.46234  -1.010
O 1.54121 1.99318 1.13577  -0.971
N 0.92045 -1.88165 1.62959  -0.451
C -1.39133 1.19846 3.13321  -0.638
C -1.73929 -0.15642 2.50561  -0.407
C 0.94330 -1.53243 0.40673  0.144
C -0.86999 -1.23998 3.16488  -0.423
C 0.60276 -1.12140 2.91237  -0.247
H 1.15053 -2.23499 -0.45522  0.286
H -2.18377 1.96013 2.95996  0.241
H 0.89417 -0.06211 2.86917  0.249
H 0.90840 4.50762 -1.15321  0.481
H -2.76654 -0.46329 2.43204  0.232
H 0.61681 2.26971 1.20073  0.493
H -0.46195 1.64905 2.63494  0.186
H 2.38582 0.74364 0.16427  0.486
H -1.24436 -2.24945 2.83309  0.210
H -3.86119 0.35525 -2.88114  0.496
H -1.12275 1.33895 4.18355  0.229
H 2.01264 2.81480 0.93825  0.504
H -1.16989 2.50648 -3.21289  0.489
H 1.23763 -1.50417 3.75580  0.243
H -0.07683 3.22652 -1.03632  0.503
H -1.54228 -0.04610 1.37351  0.187
H 3.50086 0.74025 -0.76850  0.474
H 0.63542 -0.61955 -0.09902  0.216
H -1.58374 1.45417 -2.21239  0.512
H 2.36749 -1.27673 -2.43266  0.512
H 2.17829 0.77405 -4.43321  0.491
H 1.48446 -2.73702 1.81801  0.435
H 1.05062 1.03275 -3.36130  0.502
H -2.46085 -0.19303 -2.39204  0.503
H -1.69182 -3.07966 0.25931  0.501
H -0.00562 -0.62659 -2.20093  0.488
H 1.29888 -2.06593 -3.19695  0.499
H -0.88291 -3.83086 -0.82668  0.503
H -0.84730 -1.76288 -1.80372  0.486
H -1.09887 -1.09627 4.26805  0.241

Atomic forces in eV per Å
O -0.5 0.0 0.2
O -0.2 0.0 1.1
O 0.2 -0.3 0.3
O -1.2 -0.4 0.0
O 0.1 -0.4 0.0
O -0.7 0.5 -0.6
O -0.1 -0.4 0.7
O 0.0 -0.2 0.0
O -0.2 0.0 0.2
N 2.3 0.3 1.4
C 0.3 2.3 -1.3
C 1.7 0.4 -1.7
C -0.3 -0.8 -2.2
C -2.0 -0.7 0.8
C 0.7 0.3 0.0
H 0.7 0.5 1.8
H 0.4 -0.5 0.0
H 0.0 -0.3 -0.7
H -0.2 -0.4 -0.4
H -0.6 0.2 0.9
H 0.2 0.2 -0.2
H -1.3 -0.7 0.5
H 0.3 -0.2 0.6
H 0.5 0.7 0.6
H 0.4 0.0 0.1
H -0.4 -1.0 0.2
H -0.2 -0.1 0.0
H 0.2 0.0 0.2
H -0.6 -0.3 -1.1
H 0.4 0.5 -0.7
H 0.2 -0.2 1.4
H 0.5 -0.5 -0.1
H -0.3 0.5 1.3
H 0.3 0.5 -0.3
H 0.0 0.1 -0.1
H -0.2 0.3 -0.1
H -1.1 0.5 -0.2
H -0.1 0.3 -0.3
H -0.1 -0.3 -0.3
H 0.5 0.0 -0.4
H 0.1 0.3 -0.6
H 0.2 0.1 0.1
H 0.0 0.0 0.1
H -0.4 -0.1 -0.2
H 0.5 -0.6 -1.2

Computed properties:
**Kohn-Sham gap**: 10.44 eV
**E_LUMO**: -0.1188 Eh
**HOMO level**: -13.7 eV
**Maximum force**: 2.68 eV Å⁻¹
**Charge**: +1
**Energy relative to the best compared isomer or geometry (same formula, charge and spin)**: 69.5 kcal/mol

---

[2]
Entry from the OMol25 dataset: a single C6H11N molecule (the ωB97M-V functional and the def2-TZVPD basis).

Last column: natural (NBO) charge in e.
Geometry (Å):
N -0.88420 2.21473 0.37189  -0.392
C 0.41264 -0.93768 -0.39879  0.134
C -0.50572 -1.89905 -0.98738  -0.677
C -0.14929 2.86125 1.13410  -0.133
C -0.89773 1.16855 -0.38412  0.053
C 0.40037 0.48119 -0.81176  -0.540
C 1.16807 -1.24588 0.94734  -0.656
H -1.39765 -1.36714 -1.13742  0.217
H -1.88031 0.74880 -0.68700  0.182
H -0.09974 -2.14178 -2.00090  0.219
H -0.31296 3.93863 1.35859  0.171
H 1.26718 1.07749 -0.49503  0.225
H 0.60342 0.66182 -1.92594  0.205
H 0.53952 -1.84365 1.56091  0.205
H 1.93701 -1.90293 0.70119  0.214
H -0.53636 -2.68586 -0.27996  0.218
H 0.70906 2.42701 1.69302  0.141
H 1.52971 -0.28871 1.46086  0.215

Atomic forces in eV per Å
N -2.6 -0.6 -1.8
C 1.7 1.8 2.6
C 2.0 0.5 -1.1
C 2.5 1.8 2.5
C 0.4 -0.9 0.0
C 0.7 1.0 -2.3
C -1.5 2.4 -1.5
H -1.8 0.1 -0.2
H 0.8 0.3 0.2
H -0.5 -0.5 0.6
H -0.2 -0.8 -0.3
H -0.3 -0.3 0.9
H -0.9 -0.7 0.8
H -0.8 -0.2 1.0
H 2.0 -0.9 -0.3
H -0.7 -1.4 0.0
H -0.3 0.0 -0.4
H -0.5 -1.6 -0.7

Computed properties:
**Kohn-Sham gap (spin up / spin down)**: 7.92 / 7.31 eV
**E_LUMO (spin up / spin down)**: 0.0378 / 0.0109 Eh
**HOMO level (spin up / spin down)**: -6.9 / -7.0 eV
**Maximum force**: 3.98 eV Å⁻¹
**Charge**: 0
**Energy relative to the best compared isomer or geometry (same formula, charge and spin)**: 104.8 kcal/mol

---

[3]
Entry from the OMol25 dataset: a molecular structure, C57H56Cl4N5O3RbSb2 (the ωB97M-V functional and the def2-TZVPD basis).

Last column: Mulliken charge in e.
Geometry (Å):
Sb 1.62310 -0.86834 -1.03312  -0.744
Sb 0.14953 2.21293 -1.41866  0.334
Rb -1.08002 -0.81357 1.35656  0.616
Cl -0.78603 -6.57459 5.73368  -0.277
Cl -4.67594 -2.95592 4.61892  -0.291
Cl 1.12219 -5.06089 3.73760  -0.299
Cl -3.70305 -5.51553 6.18556  -0.273
O -2.59669 -1.67056 3.03398  -0.846
O -1.17580 -1.98880 -1.27607  1.411
O -0.04225 -2.64216 2.57601  -0.127
N 1.29767 0.34335 1.77877  0.724
N -2.08983 1.75659 1.90590  -0.719
N -1.86061 2.25680 0.77224  1.164
N 2.79801 0.68662 3.72199  -0.030
N -2.33963 -3.75558 -2.00454  -0.055
C -2.23449 -2.60532 -1.29271  -0.405
C 0.74780 5.06833 -2.71663  -0.363
C 2.57728 -2.10743 -5.76503  -0.569
C -1.28319 4.98789 -1.47857  -0.454
C -2.74309 1.97338 -0.25944  -0.246
C -1.33964 -5.15029 4.90293  0.307
C -0.65484 7.02173 -2.59871  -0.481
C -1.54260 6.31290 -1.80161  -0.828
C 0.03704 1.54983 -3.48867  2.021
C 4.19504 0.94977 3.37825  -0.681
C 2.15676 -3.59270 0.37698  -0.247
C -4.58264 -4.34807 0.20756  -1.174
C -3.44768 -2.14640 -0.52901  0.852
C -0.14482 4.32750 -1.94592  1.124
C 2.47053 2.59576 -1.52367  -1.591
C 1.98763 -1.29338 -3.14543  1.326
C 3.23390 1.78338 -0.47400  0.525
C 0.49805 6.39509 -3.04749  -0.958
C -1.08239 2.39927 5.35586  -0.570
C 3.45884 0.29704 -0.78393  -1.553
C 4.46019 2.45070 3.26384  -0.231
C -5.02461 1.86133 -1.04012  -0.690
C 2.33124 1.35035 4.93493  -0.955
C 2.64156 -2.76194 -0.63350  0.297
C 4.29822 -4.44357 -1.16914  -0.760
C -0.82610 4.44197 4.11605  -0.780
C -2.62068 -4.68363 5.10325  0.171
C -2.20154 -2.74702 3.59894  -0.590
C -4.57334 2.01034 -2.34561  -0.799
C -1.47346 1.73780 4.20699  -0.008
C -1.21115 3.79070 2.95877  -0.353
C 2.76063 -0.49953 -3.98384  -0.240
C -0.83612 -3.25851 3.36488  -0.802
C 2.55118 2.85947 4.84140  0.042
C -0.45340 0.69236 -6.11694  -0.892
C -3.50195 -4.62335 -2.07684  -0.880
C 1.95809 0.52546 2.70865  -0.611
C -0.97867 -0.00910 -5.04065  -0.439
C -3.85195 -5.29295 -0.74543  -0.672
C -1.55097 2.42897 2.99037  -0.266
C -2.26702 2.03927 -1.58434  0.468
C -0.48772 -4.44803 4.03234  0.414
C 3.72442 -3.20087 -1.39523  -0.268
C 3.79511 -5.27003 -0.17085  -0.584
C -3.76267 -3.12592 0.61835  0.047
C -3.03193 -3.51607 4.43785  0.525
C 0.31310 1.82296 -5.88027  -0.654
C 1.78179 -2.90051 -4.94885  -0.548
C -0.73857 0.42141 -3.74474  -0.614
C -4.11830 1.85883 0.00518  -0.363
C -3.20558 2.13067 -2.59793  -0.773
C -0.76386 3.75349 5.32288  -0.336
C 3.06048 -0.90166 -5.28042  -0.610
C 1.49604 -2.49437 -3.65559  -0.654
C 2.72839 -4.84032 0.60442  -0.499
C 4.02114 3.16400 4.54549  -1.146
C 0.55321 2.24202 -4.57749  -0.663
H -4.48102 -6.16596 -0.94710  0.425
H 4.17039 4.24155 4.44659  0.403
H 2.22977 3.33223 5.77208  0.376
H 2.90146 2.46081 -2.52465  0.340
H -1.75017 0.68635 4.21510  0.473
H 2.55938 3.65643 -1.26222  0.660
H 1.15516 3.12969 -4.41954  -0.015
H 4.22186 2.24303 -0.29690  0.669
H -2.82483 -3.45595 1.07297  -0.208
H -0.47595 4.26706 6.23250  0.432
H -3.28773 -5.37972 -2.83193  0.472
H -1.47066 -4.08584 -2.39258  0.352
H 2.68715 1.86502 0.46879  -0.637
H 4.42630 0.44198 2.44282  0.234
H -1.57204 -0.90136 -5.20892  0.401
H 3.67825 -0.27221 -5.91153  0.351
H 1.27758 1.12585 5.08296  0.517
H 1.92067 3.25276 4.03857  0.038
H 2.89996 0.93741 5.77395  0.265
H 0.88980 -3.12552 -3.01304  0.279
H 2.81196 -2.42379 -6.77524  0.314
H 4.23993 -6.24377 0.00291  0.346
H -2.92870 -5.64588 -0.27881  0.326
H 2.33586 -5.47002 1.39391  0.317
H -5.51626 -4.01854 -0.26492  0.356
H -2.86932 2.25422 -3.62543  0.426
H -3.21868 -1.16633 -0.10861  -1.286
H 0.72500 2.38244 -6.71388  0.310
H -0.63339 0.35725 -7.13227  0.315
H -4.36141 -4.04438 -2.43000  0.280
H 1.33389 -3.26295 1.00956  0.267
H 1.39044 -3.83953 -5.32581  0.355
H -0.58048 5.49723 4.08542  0.372
H 4.81759 0.52078 4.17005  0.398
H -1.28035 4.31675 2.01481  0.418
H 4.08368 0.18813 -1.67396  0.775
H -1.03773 1.86379 6.29736  0.350
H 4.64280 2.81973 5.38071  0.422
H -4.45068 1.86328 1.03796  0.441
H 3.13135 0.45545 -3.63079  -0.119
H 5.52296 2.61468 3.06984  0.412
H -1.98095 4.45015 -0.85111  0.299
H -1.16287 -0.13019 -2.91331  0.206
H -5.28638 2.03180 -3.16453  0.349
H -4.85114 -4.89427 1.11465  0.408
H -6.08388 1.76914 -0.82944  0.344
H -0.85680 8.05373 -2.86345  0.323
H 3.99184 -0.17842 0.04564  0.335
H 4.12152 -2.57056 -2.18374  0.357
H 1.66834 4.61451 -3.06566  0.287
H 5.13410 -4.77382 -1.77695  0.363
H -2.44398 6.79075 -1.43317  0.416
H -4.30766 -2.03800 -1.19645  0.818
H 3.89519 2.84634 2.41583  0.110
H -4.30363 -2.58089 1.39023  0.472
H 1.20914 6.94426 -3.65568  0.386

Atomic forces in eV per Å
Sb 1.0 -0.5 -0.5
Sb 0.4 0.4 -0.4
Rb 0.1 1.2 -1.8
Cl 0.1 -0.1 0.0
Cl -0.1 0.1 0.0
Cl 0.0 0.0 0.1
Cl 0.0 0.0 0.0
O -0.6 -0.4 0.9
O -0.2 -0.2 -0.1
O 0.4 -0.8 0.6
N 0.5 0.4 0.4
N -1.0 -0.1 -1.5
N 0.4 0.8 1.8
N 0.1 -0.2 0.1
N -0.1 -0.1 -0.1
C 0.0 0.1 -0.3
C 0.1 0.0 0.0
C 0.0 0.0 -0.1
C 0.0 0.0 0.0
C -1.0 -0.7 -1.4
C -0.2 0.1 0.0
C 0.0 0.0 0.0
C 0.0 0.0 0.0
C -0.1 0.0 0.1
C 0.1 0.2 -0.1
C -0.1 0.2 0.0
C 0.2 0.0 0.0
C 0.0 -0.2 0.3
C -0.1 -0.1 0.3
C 0.0 -0.1 -0.2
C 0.0 0.0 0.1
C 0.1 0.1 -0.1
C 0.0 0.0 0.0
C 0.1 0.1 0.2
C -0.2 0.3 0.1
C 0.0 -0.1 0.2
C -0.1 -0.1 0.0
C -0.1 0.3 0.0
C -0.1 0.1 0.2
C 0.0 0.0 0.0
C 0.1 0.0 0.2
C 0.2 -0.1 0.0
C -0.2 -0.2 0.4
C 0.1 0.0 -0.1
C -0.2 -0.1 -0.4
C -0.1 -0.3 -0.3
C 0.0 0.1 0.0
C -0.1 -0.4 0.2
C 0.1 -0.1 0.0
C 0.0 0.0 0.0
C 0.0 0.0 0.3
C 0.0 -0.1 -0.1
C 0.0 -0.1 0.0
C -0.2 0.1 -0.1
C 0.8 0.7 1.0
C 0.3 0.5 0.6
C 0.0 0.0 0.0
C 0.1 0.1 0.0
C 0.0 0.0 0.0
C -0.3 0.0 -0.1
C 0.1 0.1 -0.2
C 0.0 0.0 -0.1
C -0.1 0.0 0.0
C 0.0 -0.1 0.0
C 0.3 0.1 0.4
C -0.3 -0.3 0.0
C 0.0 -0.1 -0.1
C 0.0 0.0 0.0
C -0.1 0.0 0.1
C 0.1 -0.1 0.0
C -0.1 0.0 -0.1
C 0.1 0.1 0.1
H 0.0 0.0 0.0
H 0.0 0.0 0.0
H 0.0 0.0 0.0
H 0.1 0.0 0.0
H 0.0 0.0 0.0
H 0.0 0.0 -0.1
H 0.0 -0.1 0.0
H 0.0 -0.1 0.0
H 0.0 0.0 0.1
H 0.0 0.0 0.0
H 0.0 0.0 0.0
H 0.0 0.1 0.0
H 0.0 0.0 0.1
H 0.0 -0.1 0.0
H 0.0 0.0 0.0
H 0.0 0.0 0.0
H 0.0 -0.1 0.0
H 0.0 0.0 0.0
H 0.0 0.0 0.0
H 0.0 0.0 0.0
H 0.0 0.0 0.0
H 0.0 0.0 0.0
H 0.0 -0.1 0.0
H 0.0 0.1 -0.1
H 0.0 0.0 0.0
H 0.0 0.0 0.0
H -0.2 0.0 -0.3
H 0.0 0.0 0.0
H 0.0 0.0 0.0
H 0.0 -0.1 -0.1
H 0.0 -0.1 0.1
H 0.0 0.0 0.0
H 0.0 0.0 0.0
H 0.0 0.0 0.0
H 0.0 0.0 0.0
H 0.0 -0.1 0.0
H 0.0 0.0 0.0
H 0.0 0.0 0.0
H 0.0 -0.1 0.0
H 0.0 0.0 0.0
H 0.0 0.0 0.0
H -0.1 0.0 0.0
H 0.0 0.0 0.0
H 0.0 0.0 0.0
H 0.0 0.0 0.0
H 0.0 0.0 0.0
H 0.0 0.0 0.0
H 0.0 -0.1 0.0
H 0.0 0.0 0.0
H 0.0 0.0 0.0
H 0.0 0.0 0.0
H 0.0 0.0 0.0
H 0.0 0.0 0.0
H 0.0 0.0 -0.1
H 0.1 0.0 0.1
H 0.0 0.0 0.0

Computed properties:
**Kohn-Sham gap**: 4.52 eV
**E_LUMO**: 0.1248 Eh
**HOMO level**: -1.1 eV
**Maximum force**: 2.17 eV Å⁻¹
**Charge**: -2
**Energy relative to the best compared isomer or geometry (same formula, charge and spin)**: 45.8 kcal/mol